24
Properties=species:S:1:pos:R:3:forces:R:3 method="wB97M-V/def2-TZVPD" orbital_gap_ev=9.0 total_charge=0 energy_ha=-479.8713 de_lowest_kcal_mol=88.0 lumo_energy_ev=0.696
C 0.686608 -0.847039 -1.203826 0.58 0.94 1.56
C -0.635408 -2.503549 0.440747 0.12 -0.54 1.53
C -0.458489 -0.799667 -2.199886 0.01 -0.01 0.27
O 1.468094 0.377797 -1.320951 0.25 0.36 -0.43
O -0.122700 -2.565320 1.551706 -0.58 -0.10 -1.32
H 1.747971 0.498504 -2.236827 0.01 0.03 0.00
H 0.378442 -0.737079 2.009213 0.06 0.55 -0.20
H 1.367456 -1.672690 -1.446602 -0.13 -0.10 0.21
H -0.352444 -3.195813 -0.365901 0.15 0.12 -0.01
H -1.515124 -1.868662 0.248932 0.16 0.14 -0.07
H -1.164156 -0.014727 -1.923110 -0.14 -0.09 -0.06
H -0.112523 -0.591621 -3.219807 0.15 0.08 0.06
H -0.963089 -1.763074 -2.272256 -0.20 -0.02 0.15
C -0.236079 2.427934 0.991046 -0.10 -0.13 0.21
C -0.460323 1.156967 1.810123 0.12 0.06 -0.11
N 0.521907 0.119363 1.455836 0.36 -0.10 0.92
O -0.429897 2.235772 -0.385468 0.14 -0.16 -0.03
H 0.286364 1.653367 -0.707935 -0.08 0.05 -0.15
H 0.567509 -0.503505 0.166255 -0.76 -1.17 -2.52
H 1.471505 0.442300 1.619775 -0.06 0.05 0.04
H 0.772045 2.819954 1.199462 -0.07 -0.02 0.02
H -0.959265 3.181247 1.313371 0.08 -0.02 0.03
H -1.451346 0.751686 1.596008 -0.01 0.08 0.00
H -0.407059 1.397853 2.880096 -0.06 0.01 -0.11